# C7H11F3N

A cluster of 2 separate species, C7H11F3N in total in a non-equilibrium geometry (ωB97M-V with the def2-TZVPD basis set, the Open Molecules 2025 dataset).

Calculated values
Calculated total energy ... -17066.86656 eV
Maximum force ... 5.26 eV Å⁻¹
Net charge ... +1
Orbital gap (spin up / spin down) ... 7.793 / 3.067 eV
Energy relative to the best compared isomer or geometry (same formula, charge and spin) ... 5.306 eV
LUMO (spin up / spin down) ... -5.858 / -8.475 eV
HOMO energy (spin up / spin down) ... -13.7 / -11.5 eV

Each line ends with the Mulliken charge.
Cartesian coordinates (Å):
F (4.742, 0.454, -0.103)  -0.093
F (5.053, -1.607, 0.544)  -0.101
F (4.338, -1.252, -1.499)  -0.105
N (1.052, 0.679, -0.798)  -0.057
C (0.130, -0.229, -1.544)  -0.645
C (0.595, -1.169, 0.581)  -1.101
C (-1.068, 0.830, 0.132)  -0.561
C (4.495, -0.799, -0.265)  0.784
C (1.636, -0.013, 0.290)  0.930
C (0.250, 1.703, -0.374)  -0.694
C (-0.656, -0.570, -0.302)  -0.128
H (-1.121, 0.960, 1.211)  0.323
H (-0.407, 0.378, -2.244)  0.351
H (0.001, 2.478, -1.150)  0.295
H (1.010, -2.053, 0.229)  0.481
H (0.348, -1.324, 1.724)  0.312
H (-1.461, -1.191, -0.307)  0.575
H (-2.067, 1.339, -0.177)  0.303
H (0.725, 2.274, 0.364)  0.403
H (2.656, -0.541, 0.046)  -1.101
H (0.559, -1.141, -1.885)  0.327
H (1.948, 0.726, 1.118)  0.502